50
Properties=species:S:1:pos:R:3:mulliken_charge:R:1 method="wB97M-V/def2-TZVPD" smiles="CCOc1ccccc1N1CCN(C(=O)NCc2ccc(F)cc2)CC1" largest_force_ev_per_a=0.49 lumo_ev=0.7 e_above_lowest_ev=0.6841
C -4.296 -3.098 1.329 -1.431
C -4.596 -1.639 1.018 -0.421
O -3.407 -1.058 0.527 -0.331
C -3.430 0.236 0.080 0.436
C -4.535 1.066 0.176 -0.563
C -4.497 2.359 -0.329 -0.755
C -3.348 2.829 -0.927 -0.893
C -2.231 2.013 -1.013 -0.218
C -2.242 0.714 -0.518 0.296
N -1.154 -0.154 -0.657 0.412
C -0.145 0.147 -1.649 -0.437
C 0.588 -1.148 -2.003 -1.445
N 1.198 -1.678 -0.804 0.462
C 2.462 -2.173 -0.879 0.133
O 3.034 -2.348 -1.941 -0.691
N 3.109 -2.478 0.315 -0.135
C 3.133 -1.588 1.468 -1.322
C 3.028 -0.120 1.127 0.991
C 3.637 0.398 -0.010 -0.356
C 3.514 1.738 -0.330 -0.682
C 2.786 2.561 0.510 0.304
F 2.656 3.868 0.200 -0.362
C 2.189 2.081 1.661 -0.263
C 2.313 0.735 1.958 -0.676
C 0.212 -1.967 0.209 -1.003
C -0.561 -0.693 0.551 0.013
H -3.515 -3.167 2.081 0.310
H -3.956 -3.604 0.430 0.321
H -5.192 -3.589 1.698 0.423
H -4.928 -1.119 1.928 0.406
H -5.392 -1.569 0.264 0.409
H -5.446 0.711 0.631 0.383
H -5.373 2.985 -0.251 0.390
H -3.308 3.833 -1.321 0.382
H -1.333 2.402 -1.466 0.445
H 0.590 0.884 -1.282 0.159
H -0.630 0.538 -2.544 0.595
H -0.129 -1.869 -2.416 0.249
H 1.373 -0.967 -2.738 0.484
H 4.019 -2.858 0.087 0.377
H 4.078 -1.764 1.992 0.455
H 2.331 -1.851 2.168 0.363
H 4.204 -0.245 -0.664 0.411
H 3.973 2.145 -1.217 0.448
H 1.632 2.749 2.298 0.445
H 1.850 0.347 2.854 0.310
H -0.500 -2.702 -0.193 0.438
H 0.680 -2.391 1.093 0.337
H 0.127 0.041 1.001 -0.078
H -1.351 -0.928 1.262 0.473


63
Properties=species:S:1:pos:R:3:mulliken_charge:R:1 method="wB97M-V/def2-TZVPD" smiles="CCCc1cc(C(F)(F)F)c(COC)c2c1C(=O)C([PH2]=S)=C(CCCCOC(C)=O)C2=O.ClC(Cl)(Cl)Cl" largest_force_ev_per_a=3.10 lumo_ev=-1.6
C 2.334 0.790 2.599 -0.793
C 3.711 0.029 2.323 -0.479
C 3.808 -0.604 0.855 -1.361
C 2.734 0.048 -0.064 0.303
C 3.023 1.421 -0.545 -0.603
C 2.118 2.180 -1.412 0.194
C 2.593 3.584 -1.858 0.622
F 1.997 4.591 -1.111 -0.257
F 2.417 3.809 -3.211 -0.243
F 3.955 3.757 -1.649 -0.289
C 0.839 1.553 -1.785 0.066
C -0.186 2.367 -2.681 -0.953
O -1.445 2.465 -1.976 -0.350
C -1.366 3.473 -0.954 -0.484
C 0.535 0.189 -1.321 0.501
C 1.486 -0.596 -0.469 0.171
C 1.120 -2.037 -0.052 -0.032
O 1.892 -2.907 0.289 -0.614
C -0.397 -2.437 -0.117 0.879
P -0.904 -3.957 0.878 0.172
S -1.439 -5.338 -0.426 -0.404
C -1.317 -1.768 -0.867 0.083
C -2.826 -2.117 -0.980 -1.294
C -3.773 -0.883 -0.609 -0.975
C -3.234 -0.016 0.586 0.240
C -3.336 -0.704 1.994 -0.542
O -3.480 0.238 3.085 -0.439
C -2.270 0.831 3.401 0.755
C -2.213 2.392 3.610 -0.944
O -1.231 0.229 3.559 -0.526
C -0.794 -0.536 -1.693 0.853
O -1.486 -0.213 -2.639 -0.607
H 2.308 1.009 3.710 0.408
H 2.294 1.797 2.097 0.222
H 1.431 0.163 2.387 0.089
H 3.802 -0.773 3.106 0.372
H 4.505 0.821 2.451 0.293
H 3.827 -1.718 0.837 0.361
H 4.809 -0.269 0.445 0.376
H 3.983 1.895 -0.228 0.459
H 0.148 3.420 -2.864 0.448
H -0.292 1.799 -3.638 0.366
H -1.970 3.165 -0.056 0.167
H -1.729 4.449 -1.399 0.256
H -0.321 3.669 -0.588 0.217
H 0.171 -4.469 1.650 0.143
H -2.066 -3.669 1.659 0.113
H -3.145 -2.970 -0.327 0.344
H -3.071 -2.407 -2.043 0.261
H -3.781 -0.223 -1.525 0.316
H -4.829 -1.236 -0.447 0.500
H -3.884 0.911 0.625 0.478
H -2.187 0.379 0.413 -0.321
H -2.453 -1.390 2.162 0.347
H -4.242 -1.369 2.011 0.262
H -1.337 2.846 3.064 0.230
H -3.170 2.906 3.332 0.283
H -2.008 2.569 4.703 0.347
Cl 1.101 -4.731 -5.057 -0.110
C 2.067 -4.229 -3.658 0.281
Cl 1.668 -5.250 -2.268 -0.069
Cl 3.791 -4.396 -4.042 -0.111
Cl 1.712 -2.532 -3.276 0.025


53
Properties=species:S:1:pos:R:3:mulliken_charge:R:1 method="wB97M-V/def2-TZVPD" largest_force_ev_per_a=2.63 lumo_ev=1.5 e_above_lowest_ev=1.7884 total_charge=-2
Ba 7.999 16.632 15.894 1.976
O 10.010 9.772 11.558 -0.593
C 9.838 10.952 11.473 0.597
O 8.737 11.619 11.220 -0.459
B 8.985 13.072 11.440 0.976
O 10.449 13.200 11.517 -0.507
C 10.976 11.981 11.560 0.653
O 12.150 11.736 11.586 -0.603
O 8.400 13.549 12.733 -0.304
C 7.858 14.696 12.570 0.602
O 7.414 15.433 13.441 -0.661
C 7.862 15.001 11.032 0.419
O 8.366 13.940 10.445 -0.481
O 7.511 16.014 10.517 -0.600
O 8.411 13.703 15.869 -0.629
C 9.010 13.033 16.683 0.532
O 8.859 12.979 17.960 -0.613
B 9.973 12.184 18.558 1.210
O 10.778 11.714 17.400 -0.639
C 10.289 12.208 16.303 0.654
O 10.770 12.180 15.208 -0.606
O 10.795 12.940 19.496 -0.224
C 11.143 12.190 20.520 0.561
O 11.936 12.442 21.373 -0.606
C 10.237 10.931 20.450 0.458
O 9.464 11.062 19.378 -0.548
O 10.210 10.016 21.220 -0.623
O 5.413 17.909 20.652 -0.653
C 6.340 17.150 20.771 0.441
O 6.662 16.657 21.945 -0.573
B 7.794 15.749 21.826 1.206
O 7.971 15.575 20.320 -0.201
C 7.124 16.356 19.743 0.378
O 6.938 16.495 18.550 -0.605
O 7.624 14.418 22.443 -0.478
C 8.584 14.236 23.363 0.589
O 8.667 13.312 24.106 -0.590
C 9.541 15.434 23.288 0.646
O 9.017 16.310 22.443 -0.517
O 10.595 15.560 23.835 -0.595
O 14.583 19.609 20.635 -0.611
C 13.959 18.608 20.469 0.560
O 13.116 18.359 19.474 -0.602
B 12.669 16.957 19.480 1.128
O 12.932 16.528 20.848 -0.400
C 13.746 17.404 21.426 0.524
O 14.268 17.340 22.497 -0.597
O 13.387 16.176 18.477 -0.506
C 12.504 15.638 17.650 0.613
O 12.642 14.886 16.742 -0.573
C 11.101 16.143 18.063 0.296
O 11.216 16.802 19.162 -0.460
O 10.074 15.918 17.446 -0.362


10
Properties=species:S:1:pos:R:3:mulliken_charge:R:1 method="wB97M-V/def2-TZVPD" smiles="CC(C)=O" largest_force_ev_per_a=5.20 lumo_ev=0.8 e_above_lowest_ev=1.6411
C 1.190 0.521 0.214 -0.876
C 0.025 -0.039 -0.713 0.643
C -1.140 -0.555 0.126 -0.813
O 0.146 -0.071 -1.937 -0.544
H 0.606 1.172 0.979 0.277
H 1.773 1.254 -0.504 0.250
H 1.754 -0.204 0.717 0.299
H -0.923 -1.754 0.415 0.232
H -2.190 -0.461 -0.510 0.275
H -1.241 0.136 1.212 0.257


25
Properties=species:S:1:pos:R:3:mulliken_charge:R:1 method="wB97M-V/def2-TZVPD" largest_force_ev_per_a=5.87 lumo_ev=2.1 e_above_lowest_ev=4.0267 total_charge=-2
K 1.563 2.146 -1.109 0.984
C 0.033 6.175 3.130 0.622
F 1.115 6.837 3.391 -0.226
F -1.027 6.756 3.591 -0.215
F -0.057 6.100 1.805 -0.246
S 0.211 4.401 3.843 1.079
O -1.182 3.848 3.803 -0.677
O 1.084 3.638 2.941 -0.665
O 0.756 4.423 5.203 -0.664
C -1.495 -2.735 3.267 0.536
F -2.026 -1.517 3.478 -0.219
F -0.521 -2.908 4.171 -0.235
F -2.400 -3.711 3.524 -0.232
S -0.839 -2.870 1.331 1.039
O -0.149 -1.658 1.140 -0.570
O 0.026 -4.099 1.257 -0.661
O -2.136 -3.046 0.575 -0.654
C 0.855 -3.637 -5.617 0.578
F 0.332 -4.206 -6.678 -0.221
F 0.124 -4.018 -4.543 -0.240
F 2.028 -4.207 -5.357 -0.232
S 0.894 -1.718 -5.732 1.098
O 1.399 -1.366 -4.462 -0.616
O 1.852 -1.404 -6.814 -0.698
O -0.442 -1.224 -6.140 -0.664


16
Properties=species:S:1:pos:R:3:mulliken_charge:R:1 method="wB97M-V/def2-TZVPD" smiles=NCNCCO largest_force_ev_per_a=3.64 lumo_ev=0.8 e_above_lowest_ev=2.6373
N 1.941 -2.302 0.569 -0.573
C 1.025 -1.268 -0.097 -0.342
N -0.098 -0.498 0.752 -0.503
C -0.740 0.419 -0.265 -0.149
C -1.364 1.683 0.304 -0.461
O -2.311 2.287 -0.618 -0.527
H 2.901 -2.050 0.611 0.245
H 1.833 -3.105 -0.002 0.245
H 0.393 -1.870 -0.793 0.258
H 1.631 -0.560 -0.748 0.258
H 0.569 0.069 1.371 0.252
H -1.408 -0.218 -0.839 0.263
H 0.181 0.668 -0.932 0.196
H -0.582 2.393 0.657 0.270
H -1.933 1.249 1.167 0.263
H -2.037 3.101 -1.137 0.306


129
Properties=species:S:1:pos:R:3:mulliken_charge:R:1 method="wB97M-V/def2-TZVPD" largest_force_ev_per_a=1.24 lumo_ev="1.5 / 1.5" multiplicity=5 total_charge=-1 s2=6.017
O 0.896 -0.815 7.691 -0.699
S 0.480 0.506 8.168 0.678
O -0.964 0.711 8.364 -0.593
P 1.774 1.411 10.085 0.051
C 0.738 1.554 6.617 0.546
F 0.234 2.796 6.754 -0.231
F 2.041 1.689 6.306 -0.259
F 0.136 0.992 5.552 -0.232
H 2.340 0.079 10.219 -0.008
H 2.846 1.756 9.157 -0.030
H 1.092 2.659 9.737 -0.191
H 0.577 0.990 10.795 -0.086
H 2.423 1.939 11.251 0.065
C -3.502 2.537 9.333 -1.867
C -3.074 2.655 10.803 1.808
C -4.177 3.265 11.678 -1.399
C -4.389 4.759 11.443 -0.466
C -3.086 5.543 11.587 -1.288
C -1.960 5.002 10.697 1.449
N -1.859 3.528 10.963 1.000
O -1.181 3.263 12.009 -0.665
C -2.219 5.301 9.219 -1.613
C -0.619 5.628 11.065 -1.846
C -2.699 1.256 11.282 -1.752
H -3.994 1.574 9.193 0.559
H -4.203 3.312 9.023 0.348
H -2.632 2.550 8.678 0.242
H -3.907 3.102 12.726 0.384
H -5.102 2.710 11.491 0.330
H -4.828 4.932 10.456 0.279
H -5.115 5.136 12.168 0.391
H -3.239 6.599 11.343 0.371
H -2.749 5.494 12.627 0.358
H -1.500 4.768 8.596 0.243
H -2.086 6.373 9.060 0.484
H -3.219 5.041 8.889 0.311
H -0.405 5.520 12.125 0.377
H -0.651 6.690 10.808 0.430
H 0.187 5.150 10.506 0.382
H -1.865 0.871 10.694 0.272
H -3.565 0.605 11.136 0.502
H -2.420 1.253 12.332 0.365
C 1.032 1.904 -0.268 -1.967
C 1.066 0.450 -0.756 2.008
C -0.302 -0.002 -1.291 -0.688
C -1.345 -0.215 -0.198 -0.657
C -0.832 -1.169 0.877 -1.235
C 0.509 -0.734 1.485 1.808
N 1.458 -0.507 0.337 0.398
O 2.025 -1.562 -0.088 -0.558
C 0.348 0.504 2.363 -1.848
C 1.085 -1.850 2.351 -1.905
C 2.116 0.344 -1.859 -1.742
H 1.258 2.559 -1.110 0.519
H 0.062 2.200 0.124 0.310
H 1.780 2.075 0.505 0.323
H -0.160 -0.942 -1.834 -0.191
H -0.644 0.744 -2.016 0.448
H -1.639 0.740 0.247 0.348
H -2.249 -0.633 -0.647 0.429
H -1.556 -1.259 1.692 0.402
H -0.707 -2.166 0.443 0.347
H 1.319 0.891 2.673 0.396
H -0.193 0.219 3.264 0.568
H -0.209 1.307 1.891 0.177
H 1.147 -2.788 1.807 0.353
H 0.440 -1.979 3.221 0.435
H 2.083 -1.588 2.703 0.443
H 3.106 0.591 -1.474 0.461
H 1.858 1.057 -2.646 0.452
H 2.152 -0.656 -2.280 0.155
C 0.622 -6.081 -5.976 -1.888
C -0.252 -5.060 -5.235 2.071
C -0.173 -3.677 -5.894 -1.246
C 1.160 -2.968 -5.669 -0.311
C 1.502 -2.890 -4.184 -0.863
C 1.482 -4.254 -3.479 1.751
N 0.160 -4.899 -3.798 0.556
O -0.788 -4.566 -3.019 -0.664
C 2.667 -5.118 -3.913 -1.908
C 1.565 -4.063 -1.971 -1.801
C -1.690 -5.568 -5.249 -1.957
H 0.029 -6.535 -6.770 0.501
H 1.499 -5.637 -6.440 0.302
H 0.951 -6.875 -5.305 0.317
H -0.978 -3.055 -5.488 0.411
H -0.369 -3.797 -6.964 0.173
H 1.961 -3.465 -6.225 0.320
H 1.099 -1.956 -6.077 0.264
H 2.489 -2.444 -4.036 0.590
H 0.778 -2.240 -3.682 -0.168
H 2.561 -6.133 -3.526 0.370
H 3.570 -4.684 -3.483 0.435
H 2.808 -5.170 -4.987 0.337
H 0.802 -3.385 -1.604 0.183
H 2.537 -3.634 -1.723 0.406
H 1.457 -5.014 -1.447 0.500
H -1.768 -6.520 -4.721 0.472
H -1.990 -5.718 -6.288 0.445
H -2.369 -4.863 -4.778 0.403
C -0.182 -1.143 -11.657 -1.947
C 0.470 -1.141 -10.268 1.964
C -0.376 -0.359 -9.252 -0.748
C -0.338 1.152 -9.460 -0.623
C 1.097 1.670 -9.495 -1.249
C 1.975 0.956 -10.532 1.565
N 1.841 -0.522 -10.288 0.538
O 2.638 -0.981 -9.411 -0.642
C 1.581 1.344 -11.957 -1.661
C 3.441 1.326 -10.334 -1.861
C 0.626 -2.585 -9.809 -1.817
H -0.865 -1.990 -11.719 0.508
H -0.762 -0.245 -11.860 0.305
H 0.566 -1.257 -12.442 0.327
H -0.002 -0.591 -8.249 -0.092
H -1.402 -0.733 -9.307 0.427
H -0.868 1.430 -10.376 0.332
H -0.874 1.637 -8.642 0.418
H 1.117 2.742 -9.713 0.399
H 1.554 1.532 -8.510 0.370
H 2.103 0.719 -12.683 0.351
H 1.883 2.379 -12.121 0.449
H 0.515 1.281 -12.151 0.284
H 3.765 1.148 -9.313 0.385
H 3.564 2.386 -10.569 0.421
H 4.079 0.744 -11.000 0.450
H 1.286 -3.145 -10.474 0.502
H -0.356 -3.063 -9.815 0.467
H 1.033 -2.638 -8.803 0.189


116
Properties=species:S:1:pos:R:3:mulliken_charge:R:1 method="wB97M-V/def2-TZVPD" largest_force_ev_per_a=2.44 lumo_ev=2.2 total_charge=-1
C 2.259 5.306 -3.935 -1.452
C 1.251 4.615 -3.063 0.769
N 0.574 5.332 -2.272 -0.918
C 1.101 3.126 -3.213 -0.894
C 1.881 2.318 -2.179 1.638
C 3.206 3.029 -1.908 -2.535
C 4.036 2.254 -0.969 0.806
C 5.442 2.608 -0.944 -0.979
O 4.905 1.342 -1.516 -0.662
O 1.232 2.148 -0.956 -0.270
C 0.000 1.470 -1.086 -1.639
C -1.180 2.459 -0.982 -0.851
O -2.127 2.258 -1.772 -0.792
O -1.051 3.316 -0.099 -0.649
C -0.105 0.352 0.010 1.867
C -1.453 0.329 0.698 -1.784
C -1.583 -0.738 1.757 -1.285
O -2.406 -0.188 2.832 -0.304
C -2.141 -0.754 4.009 -0.059
O -2.673 -1.748 4.421 -0.426
N 1.042 0.514 0.918 -0.285
C 0.688 1.450 1.989 -0.434
C 1.823 2.264 2.611 -1.275
C 1.557 3.741 2.322 -0.165
C 2.661 4.725 2.687 -1.529
N 2.626 5.877 1.753 0.379
C 1.531 6.793 2.054 -1.118
C 3.867 6.567 1.688 0.427
C 4.613 6.878 2.960 -1.069
O 4.333 6.911 0.631 -0.585
P 0.136 -1.269 -0.906 0.437
S -1.472 -2.310 -1.313 -0.420
P 2.256 0.646 -2.973 -0.204
O 3.590 0.918 -3.851 -0.499
O 2.683 -0.228 -1.657 -0.396
H 3.129 5.584 -3.362 0.231
H 2.515 4.693 -4.784 0.323
H 1.793 6.213 -4.274 0.499
H -0.083 4.771 -1.725 0.324
H 1.493 2.854 -4.185 0.732
H 0.053 2.866 -3.244 0.400
H 3.050 3.977 -1.409 0.903
H 3.806 3.090 -2.800 0.541
H 3.607 1.993 -0.039 0.485
H 5.981 2.898 -1.818 0.390
H 5.963 2.364 -0.041 0.318
H -0.103 1.011 -2.057 1.297
H -2.240 0.227 -0.026 0.955
H -1.643 1.264 1.193 0.588
H -2.092 -1.604 1.385 0.528
H -0.612 -0.992 2.169 0.452
H -1.408 -0.215 4.611 0.423
H 1.345 -0.367 1.309 0.588
H 0.205 0.892 2.787 0.175
H -0.053 2.148 1.639 0.153
H 2.813 1.925 2.340 0.508
H 1.750 2.139 3.684 0.391
H 0.676 3.997 2.890 0.563
H 1.282 3.875 1.286 0.333
H 3.641 4.278 2.698 0.615
H 2.414 5.119 3.670 0.345
H 1.852 7.695 2.568 0.391
H 0.770 6.314 2.645 0.418
H 1.059 7.108 1.138 0.252
H 4.241 6.304 3.792 0.350
H 5.647 6.644 2.786 0.309
H 4.477 7.927 3.159 0.353
H 1.087 -2.019 -0.187 0.099
H 0.729 -0.960 -2.124 0.020
H 4.374 1.057 -3.292 0.383
H 2.509 0.284 -0.844 0.470
C -1.264 -4.490 4.883 -1.108
C -2.671 -4.816 4.435 -0.079
O -2.690 -5.962 3.558 -0.342
C -2.552 -7.138 4.143 0.754
O -2.440 -7.352 5.323 -0.565
O -2.566 -8.079 3.192 -0.337
C -2.353 -9.403 3.675 -0.650
H -0.612 -4.361 4.017 0.260
H -1.256 -3.575 5.470 0.310
H -0.849 -5.294 5.491 0.415
H -3.077 -3.994 3.857 0.272
H -3.335 -4.983 5.282 0.276
H -3.057 -9.648 4.467 0.294
H -1.332 -9.515 4.037 0.288
H -2.512 -10.065 2.829 0.220
C -4.764 0.178 -2.108 -0.713
C -5.978 1.003 -1.763 -0.241
O -7.161 0.190 -1.562 -0.348
C -7.229 -0.446 -0.405 0.785
O -6.439 -0.396 0.498 -0.538
O -8.358 -1.173 -0.397 -0.355
C -8.517 -1.972 0.772 -0.633
H -4.967 -0.463 -2.970 0.349
H -3.922 0.830 -2.339 0.129
H -4.475 -0.470 -1.281 0.226
H -6.230 1.664 -2.590 0.294
H -5.803 1.623 -0.886 0.297
H -8.436 -1.369 1.673 0.290
H -7.775 -2.769 0.792 0.288
H -9.512 -2.406 0.713 0.214
C -0.385 -6.234 -5.019 -1.074
C 0.577 -7.001 -4.139 -0.174
O 1.942 -6.611 -4.361 -0.390
C 2.283 -5.446 -3.811 0.777
O 1.568 -4.738 -3.159 -0.530
O 3.555 -5.192 -4.119 -0.357
C 4.018 -3.918 -3.655 -0.624
H -0.100 -6.331 -6.068 0.292
H -1.397 -6.614 -4.891 0.348
H -0.384 -5.175 -4.769 0.299
H 0.543 -8.062 -4.376 0.287
H 0.327 -6.887 -3.085 0.308
H 3.846 -3.805 -2.588 0.276
H 3.523 -3.115 -4.197 0.305
H 5.084 -3.889 -3.857 0.256